[1]
This record from the Open Molecules 2025 dataset describes a molecular structure, C5H6O4 in a non-equilibrium geometry. The level of theory is ωB97M-V/def2-TZVPD.

For the HOMO-LUMO gap, the calculation gives 8.411 eV. For the molecular weight, the calculation gives 130.1 g/mol. The LUMO energy is 0.438 eV. The HOMO energy is -7.97 eV. The calculation puts the maximum force at 5.68 eV/A. The total energy comes out at -13463.216 eV.

The geometry in ORCA input format:
```
! RIJCOSX wB97M-V def2-TZVPD def2/J DEFGRID3
* xyz 0 1
C 1.835 -0.609 0.269
C 1.707 0.680 0.078
C -0.368 -0.049 0.102
C -0.888 -0.295 -1.246
C -1.375 0.266 1.197
O 3.205 -0.614 0.132
O 3.064 0.788 -0.135
O 0.409 -1.199 0.442
O 0.499 1.214 0.087
H -1.326 0.598 -1.769
H -1.707 -0.965 -1.202
H -0.362 -0.764 -2.185
H -1.858 -0.772 1.431
H -2.041 0.899 0.800
H -0.796 0.820 1.999
*
```

***

[2]
This record from the Open Molecules 2025 dataset describes a molecular structure, C5H6O4Sr in a non-equilibrium geometry. The level of theory is ωB97M-V/def2-TZVPD.

For the HOMO-LUMO gap, the calculation gives 7.483 eV. For the molecular weight, the calculation gives 217.7 g/mol. The LUMO energy is -8.877 eV. The HOMO energy is -16.36 eV. The calculation puts the maximum force at 6.86 eV/A. The total energy comes out at -14284.615 eV.

The geometry in ORCA input format:
```
! RIJCOSX wB97M-V def2-TZVPD def2/J DEFGRID3
* xyz 2 1
O 2.845 1.116 -0.837
C 2.203 0.370 -0.045
O 2.768 -0.089 0.989
O 0.941 0.087 -0.293
C 0.096 -0.260 0.800
C -1.335 -0.486 0.329
Sr 5.083 0.920 0.391
H 0.154 0.503 1.585
H 0.443 -1.202 1.243
H -1.660 -1.330 0.957
H -1.982 -1.427 -1.595
C -1.886 1.149 -0.218
C -1.750 -0.458 -1.135
O -2.261 2.195 -0.117
H -2.641 -0.982 -0.179
H -1.017 -0.105 -1.874
*
```

***

[3]
This record from the Open Molecules 2025 dataset describes 2 unconnected molecules or ions with the total composition C5H6OS2 in a non-equilibrium geometry. The level of theory is ωB97M-V/def2-TZVPD.

Its SMILES is S=c1cccco1.S. For the HOMO-LUMO gap, the calculation gives 8.203 eV. For the molecular weight, the calculation gives 146.2 g/mol. The LUMO energy is -0.176 eV. The HOMO energy is -8.38 eV. The calculation puts the maximum force at 2.76 eV/A. The total energy comes out at -28998.577 eV.

The geometry in ORCA input format:
```
! RIJCOSX wB97M-V def2-TZVPD def2/J DEFGRID3
* xyz 0 1
C -0.583 0.663 0.831
C -1.178 0.464 -0.447
C 0.740 0.725 0.933
C -0.381 0.492 -1.551
C 1.545 0.821 -0.321
O 0.924 0.711 -1.548
S 0.481 -2.549 0.364
S 3.125 1.170 -0.212
H -1.349 0.533 1.645
H -2.215 0.276 -0.515
H 1.311 0.789 1.837
H -0.805 0.304 -2.546
H 0.692 -3.521 1.298
H 1.663 -1.990 0.478
*
```

***

[4]
This record from the Open Molecules 2025 dataset describes a molecular structure, C5H6OS2 in a non-equilibrium geometry. The level of theory is ωB97M-V/def2-TZVPD.

For the HOMO-LUMO gap, the calculation gives 9.028 eV. For the molecular weight, the calculation gives 146.2 g/mol. The LUMO energy is -0.066 eV. The HOMO energy is -9.09 eV. The calculation puts the maximum force at 4.44 eV/A. The total energy comes out at -28995.883 eV.

The geometry in ORCA input format:
```
! RIJCOSX wB97M-V def2-TZVPD def2/J DEFGRID3
* xyz 0 1
C -0.161 -1.112 1.256
C -0.136 -0.286 0.045
C 1.212 0.485 0.119
C 2.190 1.182 0.194
C -1.250 0.652 -0.388
H 0.574 -1.944 1.232
H -1.300 -1.500 1.473
H 0.417 -0.309 2.201
H -1.129 -1.620 -1.889
H 2.954 1.904 0.205
H 0.125 1.606 -1.598
O -0.780 1.673 -1.246
S 0.071 -1.063 -1.612
S -2.787 0.332 0.007
*
```

***

[5]
This record from the Open Molecules 2025 dataset describes a molecular structure, C5H6OS2 in a non-equilibrium geometry. The level of theory is ωB97M-V/def2-TZVPD.

For the HOMO-LUMO gap, the calculation gives 7.737 eV. For the molecular weight, the calculation gives 146.2 g/mol. The LUMO energy is -0.876 eV. The HOMO energy is -8.61 eV. The calculation puts the maximum force at 5.95 eV/A. The total energy comes out at -28994.788 eV.

The geometry in ORCA input format:
```
! RIJCOSX wB97M-V def2-TZVPD def2/J DEFGRID3
* xyz 0 1
C 1.249 1.541 2.271
C 1.940 0.726 1.276
C 1.816 0.733 -0.255
C -0.695 -0.557 -0.426
C -2.176 -0.890 -1.046
H 1.519 1.519 3.275
H 0.138 2.027 2.135
H 2.863 -0.161 1.807
H 2.457 1.553 -0.747
H 2.225 -0.130 -0.589
H -2.369 -2.187 -1.565
O -2.814 0.138 -1.255
S 0.124 0.827 -0.881
S 0.056 -1.642 0.557
*
```

***

[6]
This record from the Open Molecules 2025 dataset describes C5H6S in the gas phase in a non-equilibrium geometry. The level of theory is ωB97M-V/def2-TZVPD.

Its SMILES is C=C/C=C/C=S. For the HOMO-LUMO gap, the calculation gives 7.707 eV. For the molecular weight, the calculation gives 98.2 g/mol. The LUMO energy is -1.008 eV. The HOMO energy is -8.71 eV. The calculation puts the maximum force at 2.04 eV/A. The total energy comes out at -16115.547 eV.

The geometry in ORCA input format:
```
! RIJCOSX wB97M-V def2-TZVPD def2/J DEFGRID3
* xyz 0 1
C -0.460 0.836 -1.986
C -1.162 0.266 -0.997
C -0.656 -0.304 0.266
C 0.620 -0.085 0.708
C 1.144 -0.728 1.915
H 0.619 0.914 -1.894
H -0.905 1.141 -2.921
H -2.223 0.185 -1.086
H -1.288 -0.899 0.952
H 1.312 0.518 0.122
H 0.310 -1.192 2.507
S 2.689 -0.654 2.414
*
```

***

[7]
This record from the Open Molecules 2025 dataset describes 2 unconnected molecules or ions with the total composition C5H6S in a non-equilibrium geometry. The level of theory is ωB97M-V/def2-TZVPD.

For the HOMO-LUMO gap, the calculation gives 8.043 eV. For the molecular weight, the calculation gives 98.2 g/mol. The LUMO energy is -0.769 eV. The HOMO energy is -8.81 eV. The calculation puts the maximum force at 9.06 eV/A. The total energy comes out at -16109.864 eV.

The geometry in ORCA input format:
```
! RIJCOSX wB97M-V def2-TZVPD def2/J DEFGRID3
* xyz 0 1
C -0.863 -0.452 3.306
C -0.512 -0.113 2.070
C -0.828 0.073 0.622
C 0.084 -0.371 -0.352
C 1.525 0.301 -0.751
H -1.987 -0.482 4.486
H -1.908 -0.245 0.500
H -1.052 1.124 0.605
H 0.123 -1.392 -0.673
H 1.799 1.453 -0.588
H 2.296 -0.509 -0.766
S 0.269 0.214 -2.058
*
```

***

[8]
This record from the Open Molecules 2025 dataset describes C5H6S in the gas phase in a non-equilibrium geometry. The level of theory is ωB97M-V/def2-TZVPD.

Its SMILES is CCc1cc1=S. For the HOMO-LUMO gap, the calculation gives 8.129 eV. For the molecular weight, the calculation gives 98.2 g/mol. The LUMO energy is 0.163 eV. The HOMO energy is -7.97 eV. The calculation puts the maximum force at 11.16 eV/A. The total energy comes out at -16113.549 eV.

The geometry in ORCA input format:
```
! RIJCOSX wB97M-V def2-TZVPD def2/J DEFGRID3
* xyz 0 1
C -0.544 -1.743 0.181
C -0.599 -0.257 0.445
C -1.287 -1.211 1.317
C 1.237 0.854 -0.867
C -0.151 0.977 -0.146
S -2.357 -1.451 2.526
H -0.045 -2.494 -0.208
H 1.833 0.603 -0.050
H 1.468 1.789 -1.248
H 1.306 0.056 -1.598
H -0.885 1.034 -0.877
H 0.024 1.844 0.525
*
```

***

[9]
This record from the Open Molecules 2025 dataset describes C5H6S in the gas phase in a non-equilibrium geometry. The level of theory is ωB97M-V/def2-TZVPD.

Its SMILES is C=C1CC=CS1. For the HOMO-LUMO gap, the calculation gives 8.962 eV. For the molecular weight, the calculation gives 98.2 g/mol. The LUMO energy is 0.948 eV. The HOMO energy is -8.01 eV. The calculation puts the maximum force at 5.35 eV/A. The total energy comes out at -16114.650 eV.

The geometry in ORCA input format:
```
! RIJCOSX wB97M-V def2-TZVPD def2/J DEFGRID3
* xyz 0 1
C 2.166 -0.360 -0.180
C 0.896 -0.220 0.016
C -0.156 0.936 0.259
C -1.509 0.381 0.067
C -1.762 -0.902 -0.165
H 2.720 0.459 0.120
H 2.726 -1.313 -0.117
H -0.059 1.622 -0.706
H 0.205 1.734 0.986
H -2.498 0.915 -0.122
H -2.628 -1.476 -0.357
S -0.102 -1.776 0.198
*
```

***

[10]
This record from the Open Molecules 2025 dataset describes a molecular structure, C5H6S in a non-equilibrium geometry. The level of theory is ωB97M-V/def2-TZVPD.

For the HOMO-LUMO gap, the calculation gives 9.313 eV. For the molecular weight, the calculation gives 98.2 g/mol. The LUMO energy is 0.136 eV. The HOMO energy is -9.18 eV. The calculation puts the maximum force at 4.99 eV/A. The total energy comes out at -16112.103 eV.

The geometry in ORCA input format:
```
! RIJCOSX wB97M-V def2-TZVPD def2/J DEFGRID3
* xyz 0 1
C 0.410 -0.441 0.393
C -0.968 -0.225 -0.419
C -2.169 -0.229 0.091
C 1.024 0.836 0.087
C 1.740 1.845 0.000
H 2.480 -1.007 -0.721
H 0.124 -0.579 1.540
H -0.608 -0.393 -1.476
H -2.958 0.058 -0.467
H -2.306 -0.782 1.110
H 1.965 2.907 -0.114
S 1.266 -1.991 -0.026
*
```

***

Question: The highest LUMO energy belongs to which entry?
Answer: number 9

***

Question: Which of these has the lowest LUMO energy?
Answer: C5H6O4Sr

***

Copy entry 7 word for word.
This record from the Open Molecules 2025 dataset describes 2 unconnected molecules or ions with the total composition C5H6S in a non-equilibrium geometry. The level of theory is ωB97M-V/def2-TZVPD.

For the HOMO-LUMO gap, the calculation gives 8.043 eV. For the molecular weight, the calculation gives 98.2 g/mol. The LUMO energy is -0.769 eV. The HOMO energy is -8.81 eV. The calculation puts the maximum force at 9.06 eV/A. The total energy comes out at -16109.864 eV.

The geometry in ORCA input format:
```
! RIJCOSX wB97M-V def2-TZVPD def2/J DEFGRID3
* xyz 0 1
C -0.863 -0.452 3.306
C -0.512 -0.113 2.070
C -0.828 0.073 0.622
C 0.084 -0.371 -0.352
C 1.525 0.301 -0.751
H -1.987 -0.482 4.486
H -1.908 -0.245 0.500
H -1.052 1.124 0.605
H 0.123 -1.392 -0.673
H 1.799 1.453 -0.588
H 2.296 -0.509 -0.766
S 0.269 0.214 -2.058
*
```